*1*
{
  "formula": "C2H9O3",
  "method": "ωB97M-V/def2-TZVPD",
  "elements": ["C", "O", "C", "H", "H", "H", "H", "H", "H", "H", "O", "H", "H", "O"],
  "coordinates": [[1.21, -0.69, -0.35], [0.86, -1.42, 0.81], [0.13, -0.61, -1.45], [1.59, 0.30, -0.05], [2.09, -1.28, -0.69], [0.29, 0.34, -1.98], [-0.05, -1.45, -2.15], [-0.88, -0.41, -1.19], [-1.12, 1.09, 0.50], [-2.06, 2.33, 0.60], [-1.83, 1.61, 0.02], [-0.45, 0.19, 2.68], [0.39, -0.63, 1.39], [-0.18, 0.62, 1.86]],
  "nbo_charge": [-0.069, -0.828, -0.664, 0.165, 0.141, 0.197, 0.183, 0.230, 0.527, 0.451, -1.023, 0.425, 0.497, -1.234],
  "lumo_ev": 4.434,
  "charge": -1,
  "spin_multiplicity": 1,
  "homo_lumo_gap_ev": 8.6
}

*2*
{
  "formula": "C2H9O3",
  "method": "ωB97M-V/def2-TZVPD",
  "elements": ["C", "O", "C", "H", "H", "H", "H", "H", "H", "H", "O", "H", "H", "O"],
  "coordinates": [[0.61, 1.45, -0.03], [0.50, 0.49, -1.02], [1.65, 1.04, 1.07], [-0.34, 1.66, 0.50], [0.93, 2.40, -0.48], [2.01, 0.04, 0.83], [1.30, 1.11, 2.10], [2.53, 1.69, 1.00], [-2.03, -2.10, -0.79], [-2.56, -2.26, -2.20], [-2.75, -2.55, -1.30], [-0.51, -1.51, 0.75], [-0.33, -0.38, -0.49], [-1.00, -1.08, 0.06]],
  "nbo_charge": [-0.042, -0.891, -0.653, 0.114, 0.111, 0.209, 0.177, 0.174, 0.512, 0.446, -1.010, 0.443, 0.492, -1.083],
  "lumo_ev": 4.388,
  "charge": -1,
  "spin_multiplicity": 1,
  "homo_lumo_gap_ev": 8.2
}

Last place for stability: *1*

*1*
{
  "formula": "H3S3",
  "method": "ωB97M-V/def2-TZVPD",
  "elements": ["S", "H", "S", "S", "H", "H"],
  "coordinates": [[2.06, 0.02, -0.29], [2.45, 0.16, 1.08], [-1.80, 0.91, -0.78], [0.54, -1.34, 0.41], [-2.70, 0.17, -0.11], [-0.56, 0.09, -0.30]],
  "nbo_charge": [-0.281, 0.129, -0.548, -0.622, 0.113, 0.209],
  "lumo_ev": 3.563,
  "charge": -1,
  "spin_multiplicity": 1,
  "homo_lumo_gap_ev": 6.6
}

*2*
{
  "formula": "H3S3",
  "method": "ωB97M-V/def2-TZVPD",
  "elements": ["S", "H", "S", "S", "H", "H"],
  "coordinates": [[1.85, -0.07, 0.59], [3.01, -0.08, -0.07], [-2.33, 0.09, -0.24], [0.74, -0.34, -1.24], [-2.38, 0.71, 0.99], [-0.90, -0.30, -0.02]],
  "nbo_charge": [-0.285, 0.109, -0.481, -0.666, 0.111, 0.211],
  "lumo_ev": 3.536,
  "charge": -1,
  "spin_multiplicity": 1,
  "homo_lumo_gap_ev": 6.4
}

*3*
{
  "formula": "H3S3",
  "method": "ωB97M-V/def2-TZVPD",
  "elements": ["S", "H", "S", "S", "H", "H"],
  "coordinates": [[-0.26, -0.90, 2.03], [-1.27, -1.65, 1.58], [-0.47, 1.32, -0.56], [1.38, 1.01, -1.48], [-0.37, 0.04, 0.89], [0.98, 0.18, -2.46]],
  "nbo_charge": [-0.523, 0.111, -0.622, -0.249, 0.193, 0.090],
  "lumo_ev": 3.574,
  "charge": -1,
  "spin_multiplicity": 1,
  "homo_lumo_gap_ev": 6.5
}

Last place for stability: *2*

*1*
{
  "formula": "C2H5ClS",
  "method": "ωB97M-V/def2-TZVPD",
  "elements": ["C", "C", "S", "Cl", "H", "H", "H", "H", "H"],
  "coordinates": [[0.40, 0.32, -2.02], [3.48, -0.63, 0.21], [2.18, -0.93, 1.27], [3.38, 0.88, -0.53], [1.28, -0.03, -2.62], [-0.40, -0.16, -2.47], [0.36, 1.33, -2.03], [0.50, -0.01, -0.97], [1.35, -0.03, 0.69]],
  "nbo_charge": [-0.821, -0.312, 0.171, 0.045, 0.214, 0.212, 0.209, 0.185, 0.097],
  "lumo_ev": -0.519,
  "charge": 0,
  "spin_multiplicity": 1,
  "homo_lumo_gap_ev": 8.6
}

*2*
{
  "formula": "C2H5ClS",
  "method": "ωB97M-V/def2-TZVPD",
  "elements": ["C", "C", "H", "H", "H", "H", "H", "S", "Cl"],
  "coordinates": [[-0.16, 0.54, 1.03], [0.64, 0.30, -0.20], [0.04, 1.44, 1.60], [-0.45, -0.32, 1.63], [1.38, 1.05, -0.47], [0.90, -0.72, -0.45], [-1.00, -1.74, -0.84], [-1.08, 0.77, -0.50], [-0.28, -1.32, -1.80]],
  "nbo_charge": [-0.501, -0.507, 0.221, 0.214, 0.225, 0.227, 0.270, 0.094, -0.243],
  "lumo_ev": 0.803,
  "charge": 0,
  "spin_multiplicity": 1,
  "homo_lumo_gap_ev": 9.1
}

Last place for stability: *1*

*1*
{
  "formula": "CH6N3",
  "method": "ωB97M-V/def2-TZVPD",
  "elements": ["C", "N", "N", "N", "H", "H", "H", "H", "H", "H"],
  "coordinates": [[0.38, -0.10, 0.14], [0.75, -1.31, -0.08], [0.93, 1.04, 0.25], [-2.16, 0.11, 0.20], [1.67, -1.56, -0.37], [0.07, -2.08, -0.09], [1.91, 1.01, -0.03], [0.40, 1.86, 0.57], [-1.99, -0.06, -0.88], [-1.95, 1.09, 0.30]],
  "nbo_charge": [0.689, -0.773, -0.776, -0.563, 0.428, 0.463, 0.432, 0.468, 0.326, 0.305],
  "lumo_ev": [-6.364, -5.271],
  "charge": 1,
  "spin_multiplicity": 1,
  "homo_lumo_gap_ev": [9.6, 10.7]
}

*2*
{
  "formula": "CH6N3",
  "method": "ωB97M-V/def2-TZVPD",
  "elements": ["C", "N", "N", "N", "H", "H", "H", "H", "H", "H"],
  "coordinates": [[-0.56, 0.38, 0.07], [0.54, -0.30, 0.01], [-1.80, -0.06, 0.04], [1.83, 0.16, -0.02], [-0.50, 1.50, 0.03], [0.28, -1.38, 0.13], [-1.99, -0.98, -0.33], [-2.44, 0.70, -0.13], [2.19, 0.22, 0.92], [2.46, -0.24, -0.72]],
  "nbo_charge": [0.397, -0.344, -0.713, -0.627, 0.235, 0.384, 0.426, 0.440, 0.391, 0.411],
  "smiles": "NNC=[NH2+]",
  "lumo_ev": -3.830,
  "charge": 1,
  "spin_multiplicity": 1,
  "homo_lumo_gap_ev": 11.5
}

*3*
{
  "formula": "CH6N3",
  "method": "ωB97M-V/def2-TZVPD",
  "elements": ["C", "N", "N", "N", "H", "H", "H", "H", "H", "H"],
  "coordinates": [[0.00, -0.89, -0.20], [0.37, -0.15, 0.60], [-0.31, -1.63, -1.21], [0.43, 0.82, 1.52], [-0.38, 1.91, -1.19], [-0.48, -2.57, -1.05], [-0.38, -1.15, -2.10], [1.33, 0.70, 2.02], [-0.16, 1.90, -0.41], [-0.43, 1.06, 2.01]],
  "nbo_charge": [0.663, -0.095, -0.753, -0.575, 0.013, 0.446, 0.459, 0.432, -0.020, 0.430],
  "lumo_ev": -3.681,
  "charge": 1,
  "spin_multiplicity": 1,
  "homo_lumo_gap_ev": 12.2
}

Last place for stability: *1*